(1)
Molecular formula: C21H35N8PRe
Method: DFT, ωB97M-V/def2-TZVPD

Structure (XYZ):
```
66
Properties=species:S:1:pos:R:3:forces:R:3
Re 0.23350 -0.19973 0.29975 -0.09 -0.15 -0.37
C 0.16118 -4.37117 -1.18838 0.04 -0.01 0.03
C -0.10072 -3.04905 -0.56558 0.00 -0.15 -0.09
N 0.80171 -2.17106 -0.28156 0.09 0.09 0.25
C 2.22670 -2.41028 -0.59861 0.04 0.08 -0.02
C 3.04416 -1.50897 0.29833 -0.05 -0.06 0.01
N 2.44601 -0.13481 0.32619 0.14 0.00 -0.15
C 2.97985 0.75971 -0.75008 0.03 0.07 0.03
C 2.17895 2.03678 -0.67549 -0.11 -0.14 0.01
N 0.74075 1.61384 -0.76692 0.08 0.35 0.00
C -0.24944 2.75135 -0.64958 -0.01 -0.18 0.02
C -1.00712 2.55218 0.64959 0.02 0.05 0.00
N -1.39758 1.13142 0.64629 -0.08 0.01 -0.26
C -2.62383 0.72717 0.60625 0.08 -0.13 0.04
C -3.84047 1.57048 0.73349 -0.02 0.04 0.05
C -2.73843 -0.72983 0.34027 -0.03 0.06 -0.04
C -3.92219 -1.44284 0.20794 0.07 0.08 0.01
C -3.86139 -2.78262 -0.14811 -0.01 -0.05 -0.01
C -2.62537 -3.37082 -0.40077 0.02 0.05 0.01
C -1.47859 -2.60995 -0.25156 -0.18 -0.02 0.02
N -1.54212 -1.32133 0.14356 0.07 0.09 0.16
H 1.03057 -4.35276 -1.84202 0.00 -0.01 0.00
H -0.69160 -4.71764 -1.76752 0.00 0.01 -0.01
H 0.34471 -5.11265 -0.40105 0.00 -0.02 -0.02
H 2.38558 -2.19787 -1.65969 0.01 0.00 0.02
H 2.49833 -3.45072 -0.42454 0.02 0.02 -0.01
H 4.09064 -1.46066 -0.00555 -0.02 -0.03 -0.06
H 3.01168 -1.89788 1.31337 0.06 0.03 0.01
H 2.78119 0.28746 1.18959 -0.12 -0.01 0.03
H 2.85354 0.26105 -1.71416 -0.02 0.03 -0.01
H 4.04586 0.94220 -0.60531 -0.01 -0.02 0.00
H 2.42312 2.73112 -1.47986 0.02 -0.02 -0.01
H 2.31498 2.54963 0.27837 0.04 0.00 -0.01
H 0.64609 1.27243 -1.73288 -0.04 -0.05 0.04
H -0.93707 2.68844 -1.49292 0.04 0.03 -0.02
H 0.26800 3.70777 -0.70624 -0.02 0.01 0.10
H -1.85830 3.22492 0.72531 0.02 0.01 -0.03
H -0.34332 2.72860 1.49625 -0.02 0.03 0.00
H -3.66472 2.49009 1.28511 -0.01 0.01 -0.03
H -4.63494 1.02458 1.24019 -0.01 0.00 0.00
H -4.21529 1.82974 -0.26258 -0.01 0.01 0.00
H -4.87725 -0.96148 0.36552 -0.01 0.00 -0.01
H -4.76961 -3.36274 -0.25522 -0.01 0.01 0.00
H -2.57147 -4.40288 -0.71843 0.02 -0.01 0.00
C 0.46056 -1.82170 5.35321 -0.01 -0.03 0.02
N -0.79510 -1.20186 4.89493 -0.11 0.09 0.01
C -1.05126 0.08812 5.53373 -0.09 -0.10 0.04
N 0.07642 0.85941 5.03727 -0.05 0.06 0.01
C 1.37181 0.34299 5.50300 0.13 -0.02 0.09
N 1.58645 -0.98898 4.95055 -0.01 0.08 -0.13
C 1.75999 -0.96212 3.50160 0.20 -0.10 0.17
P 0.29425 -0.27309 2.58238 -0.04 -0.09 0.19
C -1.03276 -1.26535 3.48038 -0.09 -0.09 0.07
C 0.02542 1.26366 3.66420 0.01 -0.02 0.01
H 0.53898 -2.82064 4.92519 0.03 0.01 0.00
H 0.43371 -1.90602 6.43940 0.00 0.01 -0.02
H -1.00785 -0.00971 6.61638 -0.01 0.03 -0.02
H -2.00336 0.51313 5.22198 0.00 -0.01 0.02
H 1.35710 0.28816 6.59136 0.01 0.03 -0.02
H 2.15803 1.02962 5.19037 0.03 -0.03 0.02
H 1.94161 -1.98597 3.16544 -0.05 0.03 -0.06
H 2.66349 -0.38448 3.28346 -0.03 0.00 -0.04
H -0.97720 -2.30910 3.15878 0.04 0.03 -0.06
H -2.02630 -0.87845 3.24322 0.02 0.01 0.00
H -0.93603 1.72882 3.44240 0.00 -0.01 -0.01
H 0.82979 1.97845 3.47290 0.00 -0.01 -0.02
```
Positions in Å, forces in eV/Å.

Properties
⟨S²⟩ = 0.7599
Lowest unoccupied orbital energy (alpha / beta) = -0.498 / -0.520 Eh
Maximum force = 0.4 eV/Å
Charge = +4
Calculated total energy = -1677.44173 Eh
Multiplicity = 2
HOMO energy (alpha / beta) = -0.7459 / -0.7390 Ha
Gap between HOMO and LUMO (alpha / beta) = 6.733 / 5.962 eV

=====

(2)
Molecular formula: C21H35NO6
Method: DFT, ωB97M-V/def2-TZVPD

Structure (XYZ):
```
63
Properties=species:S:1:pos:R:3:forces:R:3
C -5.03552 0.46757 -1.72302 -0.13 -0.02 0.01
C -4.73664 0.25053 -3.05656 -0.11 0.00 -0.04
C -3.42355 0.30905 -3.49169 0.09 0.03 0.02
C -2.39836 0.59201 -2.60047 -0.08 0.02 -0.09
C -0.96610 0.67508 -3.05902 0.10 0.00 0.10
N -0.07126 0.12071 -2.05871 -0.01 -0.06 -0.11
C -0.19177 -1.32128 -1.96623 0.06 -0.20 0.27
C 0.26617 -1.82521 -0.59621 0.00 0.13 -0.08
O -0.42326 -3.03386 -0.32395 -0.15 0.06 -0.12
C -0.14195 -3.60232 0.93332 -0.32 0.00 0.37
C -1.16859 -3.25719 2.02817 0.34 -0.22 -0.30
O -1.07171 -1.93416 2.51165 0.19 0.15 -0.05
C -2.02220 -1.03325 1.98182 0.01 0.41 0.15
C -1.62042 0.37675 2.40058 -0.21 -0.33 -0.08
O -0.51435 0.78726 1.62973 -0.01 -0.28 -0.15
C 0.25827 1.82610 2.19453 0.22 0.09 0.28
C 1.21655 1.35434 3.30407 -0.32 0.14 -0.17
O 2.47214 0.94142 2.82598 0.21 -0.03 -0.05
C 2.40373 -0.20137 1.99034 0.31 -0.20 -0.07
C 3.82235 -0.61134 1.58474 -0.36 0.02 0.19
O 4.24683 -0.04264 0.36895 -0.04 0.11 -0.31
C 4.40297 1.36721 0.37867 -0.08 0.23 -0.37
C 3.67838 1.97680 -0.82141 0.30 -0.07 0.32
O 2.30027 2.08406 -0.52734 0.07 -0.14 0.31
C 1.44418 2.01600 -1.64397 0.01 0.00 -0.25
C 1.29419 0.58580 -2.20506 -0.01 0.28 0.07
C -2.70504 0.81377 -1.26285 -0.02 0.02 -0.04
C -4.01585 0.74696 -0.82766 -0.03 0.03 0.05
H -6.05943 0.41687 -1.38227 -0.08 -0.01 0.03
H -5.52669 0.02976 -3.75964 -0.06 -0.02 -0.05
H -3.19414 0.13225 -4.53348 0.04 -0.04 -0.09
H -0.70615 1.72934 -3.19853 0.04 -0.04 -0.07
H -0.85249 0.17423 -4.03794 0.01 0.10 0.03
H 0.35427 -1.84256 -2.77032 -0.08 0.02 -0.02
H -1.24949 -1.57753 -2.06014 0.06 -0.05 0.00
H 0.03411 -1.05634 0.14867 0.04 -0.06 -0.03
H 1.34968 -2.01612 -0.57553 -0.05 0.04 0.03
H -0.16611 -4.68884 0.79143 0.06 0.06 0.10
H 0.85874 -3.31063 1.27422 0.00 -0.05 0.02
H -2.17752 -3.45741 1.65123 0.01 -0.04 0.02
H -0.97447 -3.91339 2.88440 -0.05 -0.03 -0.10
H -3.02107 -1.26276 2.38646 0.09 0.05 -0.09
H -2.06402 -1.09168 0.88888 -0.03 -0.01 0.01
H -2.46457 1.06632 2.24154 0.06 -0.06 0.05
H -1.37769 0.36427 3.46965 -0.05 0.01 -0.03
H -0.40077 2.61229 2.58794 0.03 -0.01 -0.03
H 0.85243 2.23038 1.37044 -0.02 0.08 0.15
H 0.75003 0.53292 3.86976 0.00 0.10 0.02
H 1.43010 2.18211 3.98433 -0.11 -0.05 -0.01
H 1.90974 -1.01985 2.53479 -0.02 0.04 -0.06
H 1.82441 0.02318 1.08907 0.02 -0.11 0.03
H 3.86273 -1.68948 1.41234 -0.03 0.06 0.11
H 4.51166 -0.35142 2.39965 -0.05 -0.09 -0.01
H 5.47410 1.60211 0.31175 -0.11 0.02 0.02
H 3.99247 1.79542 1.29541 0.07 0.06 -0.05
H 4.08768 2.97624 -1.03587 -0.03 -0.12 -0.01
H 3.84645 1.33356 -1.69186 0.03 0.02 -0.01
H 1.78577 2.71498 -2.42087 -0.04 -0.01 0.06
H 0.47317 2.34709 -1.26868 0.00 -0.01 -0.15
H 1.93933 -0.06804 -1.61683 0.10 0.04 -0.03
H 1.62861 0.54064 -3.25678 0.01 -0.09 0.07
H -1.90076 1.01993 -0.57339 0.12 0.01 0.13
H -4.24623 0.91360 0.21512 -0.02 0.02 0.10
```
Positions in Å, forces in eV/Å.

Properties
Lowest unoccupied orbital energy = 0.034 Eh
Maximum force = 0.5 eV/Å
Charge = 0
Calculated total energy = -1327.28180 Eh
SMILES = c1ccc(CN2CCOCCOCCOCCOCCOCCOCC2)cc1
HOMO energy = -0.3113 Ha
Gap between HOMO and LUMO = 9.396 eV

=====

(3)
Molecular formula: C21H36Cl4O15
Method: DFT, ωB97M-V/def2-TZVPD

Structure (XYZ):
```
76
Properties=species:S:1:pos:R:3:forces:R:3
C -0.36781 -10.76693 -16.15155 0.80 1.06 1.00
C 0.91625 -10.28624 -15.46761 0.75 -1.04 -0.32
O 0.64003 -10.05524 -14.09031 -0.34 0.13 0.26
C 1.66461 -9.87680 -13.26854 3.77 -0.25 -0.24
O 2.88575 -10.06601 -13.52642 -3.63 0.53 0.52
O 1.18412 -9.44522 -12.11979 -0.01 0.16 0.74
C 2.05680 -9.00844 -11.00479 -1.00 -0.27 -1.23
H -0.67406 -11.70746 -15.69359 0.03 -0.07 -0.35
H -0.16664 -10.82381 -17.22130 -0.36 -0.18 0.08
H -1.11481 -10.01420 -15.89958 -0.31 -0.11 -0.47
H 1.39541 -9.39870 -15.88085 -0.43 0.20 -0.19
H 1.68224 -11.05929 -15.52883 0.06 -0.10 0.00
H 3.00427 -8.65534 -11.41189 -0.09 -0.09 0.25
H 2.14851 -9.84391 -10.31075 0.25 0.07 -0.12
H 1.45139 -8.22242 -10.55342 0.47 -0.05 0.04
C 3.85538 -17.41388 -5.79156 -0.60 0.61 0.03
C 4.84129 -16.95711 -6.85459 1.34 -1.55 0.73
O 4.31397 -16.47090 -8.10124 -0.55 0.44 1.11
C 3.83558 -17.31113 -9.02191 2.42 -1.00 -0.58
O 3.84761 -18.50983 -9.02867 -0.64 -0.47 1.08
O 3.65414 -16.60376 -10.11053 -0.67 1.89 0.47
C 3.44703 -17.20668 -11.34006 -1.00 -0.32 -1.63
H 3.05109 -18.04962 -6.16177 -0.18 0.41 -0.32
H 3.50668 -16.49610 -5.31808 -0.75 -0.22 0.03
H 4.24457 -18.01805 -4.97204 0.82 0.10 -0.26
H 5.58964 -17.73518 -7.00527 -0.36 -0.49 -0.81
H 5.51172 -16.21248 -6.42548 -0.62 0.77 -0.38
H 2.94873 -18.17611 -11.33981 0.44 -0.19 0.57
H 4.37466 -17.23650 -11.91164 0.02 -0.16 0.13
H 2.73363 -16.57049 -11.86392 0.23 0.23 -0.14
O -0.35857 -14.11535 -5.74531 5.68 1.63 -1.32
C 0.77066 -13.65566 -6.15146 -3.94 -2.66 0.20
O 0.88357 -12.43689 -6.65061 -1.82 -0.04 0.06
C 2.13251 -12.22653 -7.18322 2.46 1.31 -0.92
C 2.88290 -13.55911 -7.16089 -0.58 -0.55 1.57
O 1.94737 -14.33364 -6.35766 -1.52 -0.29 0.96
H 2.15744 -11.80429 -8.18781 -0.76 -0.04 -0.08
H 2.55208 -11.45293 -6.54010 0.75 -0.20 -0.01
H 3.80408 -13.52121 -6.57943 0.03 0.15 -0.19
H 3.05610 -14.16670 -8.04911 -0.20 0.64 -0.36
O 2.61074 -6.98703 -8.69696 0.57 0.12 2.69
C 2.29932 -7.31799 -7.56728 -0.07 1.53 -2.73
O 2.66566 -6.77705 -6.34086 1.20 0.26 -2.85
C 2.33501 -7.68747 -5.35716 -2.34 -1.13 0.10
C 1.07158 -8.35157 -6.04219 1.19 -0.39 1.79
O 1.34819 -8.24327 -7.44032 -0.25 -0.24 1.78
H 3.08855 -8.44657 -5.14727 0.37 0.32 0.01
H 2.02322 -7.11220 -4.48541 0.30 -0.35 0.16
H 0.22834 -7.76671 -5.67481 -0.44 -0.29 -0.76
H 1.03285 -9.40478 -5.76407 -0.51 0.12 -0.13
O -2.00875 -18.54045 -5.71329 -0.36 0.75 -0.82
C -1.42520 -17.98697 -6.62065 -2.19 -2.72 3.42
O -1.94976 -17.50085 -7.69667 -3.00 0.15 -0.33
C -1.00342 -16.96290 -8.51702 1.50 1.40 -0.99
C 0.28921 -17.08252 -7.69140 0.37 -0.69 -0.49
O -0.14942 -17.93133 -6.62287 3.64 0.93 -0.17
H -0.99342 -17.53006 -9.44779 0.17 0.21 -0.10
H -1.24864 -15.91146 -8.66681 -0.01 -0.05 -0.44
H 0.69087 -16.15224 -7.28969 -0.21 -0.09 -0.02
H 1.05811 -17.63420 -8.23226 0.13 0.17 0.03
Cl -4.16407 -15.26447 -2.78445 0.05 -0.05 -0.41
C -2.63395 -15.40867 -3.68928 1.54 0.06 0.21
C -1.63885 -16.27106 -2.88897 -1.25 -0.50 -0.56
Cl -1.28186 -15.62198 -1.30971 0.31 0.55 0.90
H -2.21941 -14.41458 -3.85670 -0.25 0.00 0.05
H -2.75024 -15.89695 -4.65683 -0.49 0.02 0.12
H -0.67757 -16.47447 -3.36084 -0.36 0.16 -0.40
H -2.19649 -17.19230 -2.72035 0.48 -0.27 0.00
Cl 4.41551 -12.35806 -4.11025 0.74 -0.34 0.01
C 6.17447 -11.90381 -4.22255 0.44 0.52 -0.29
C 7.18098 -13.04535 -4.52365 -2.16 0.24 0.50
Cl 6.76705 -13.62595 -6.18869 0.63 -0.10 0.63
H 6.38466 -11.41822 -3.26960 0.15 -0.10 -0.10
H 6.17820 -11.16845 -5.02711 0.23 0.01 0.18
H 6.94023 -13.78959 -3.76453 0.17 -0.57 -0.46
H 8.23500 -12.79705 -4.39918 -0.23 0.37 -0.47
```
Positions in Å, forces in eV/Å.

Properties
Lowest unoccupied orbital energy = -0.003 Eh
Maximum force = 6.1 eV/Å
Charge = 0
Calculated total energy = -3791.11343 Eh
SMILES = CCOC(=O)OC.CCOC(=O)OC.O=C1OCCO1.O=C1OCCO1.O=C1OCCO1.ClCCCl.ClCCCl
HOMO energy = -0.3669 Ha
Gap between HOMO and LUMO = 9.910 eV

=====

(4)
Molecular formula: C21H36I2N2O3PdSi
Method: DFT, ωB97M-V/def2-TZVPD

Structure (XYZ):
```
66
Properties=species:S:1:pos:R:3:forces:R:3
Pd -0.08032 -0.50234 -0.68507 -0.09 -0.15 -0.22
O -1.25727 3.39541 -1.08807 -0.11 0.17 -0.05
C -0.70132 2.31465 -1.08476 0.31 0.02 -0.01
O -1.22706 1.20822 -0.70284 -0.02 -0.28 0.05
C 0.74551 2.25755 -1.59053 -0.08 0.01 -0.03
C 1.28858 3.37165 -2.21582 0.02 -0.06 0.04
C 2.57465 3.29574 -2.71828 -0.01 -0.03 0.01
C 3.28330 2.11171 -2.57068 -0.07 0.04 0.04
C 2.67198 1.05716 -1.91761 0.10 0.00 0.12
N 1.43204 1.12412 -1.43645 -0.07 0.08 0.03
H 0.68009 4.25951 -2.28971 -0.03 0.04 -0.01
H 3.01969 4.14447 -3.21935 0.02 0.02 -0.02
H 4.29051 2.00550 -2.94439 0.05 -0.01 -0.02
H 3.20119 0.12454 -1.75612 -0.01 -0.01 -0.02
I 1.33884 -2.39510 -1.53523 0.13 -0.59 0.35
I 1.76865 -4.58095 0.11182 -0.10 0.61 -0.35
C -1.86820 -3.51885 -1.12405 -0.02 0.01 -0.12
Si -2.09782 -1.66138 -0.90037 0.04 0.13 0.16
C -3.07245 -1.47284 0.72556 0.01 -0.07 0.16
C -2.32154 -2.28322 1.79531 0.00 0.09 0.02
C -4.48197 -2.06653 0.57329 0.04 0.05 0.07
C -3.19170 -0.03572 1.23942 -0.05 -0.02 0.01
C -2.96971 -1.02575 -2.47301 -0.11 -0.02 -0.10
C -3.77905 0.25596 -2.24490 0.03 0.04 -0.03
C -1.93366 -0.77097 -3.57477 0.10 0.09 0.03
C -3.93079 -2.11112 -2.99136 0.02 0.03 -0.04
H -2.83949 -4.00924 -1.04889 -0.09 -0.04 0.00
H -1.22104 -3.96187 -0.37203 0.08 -0.02 0.05
H -1.45915 -3.75624 -2.10613 0.03 -0.03 -0.04
H -2.20903 -3.33465 1.53097 -0.02 -0.07 -0.03
H -2.87698 -2.24388 2.73837 -0.02 0.02 0.05
H -1.32999 -1.86167 1.97744 -0.11 0.01 -0.05
H -4.47035 -3.12026 0.29201 0.03 -0.05 -0.04
H -5.08213 -1.52506 -0.15610 -0.02 0.04 -0.05
H -5.00275 -1.99439 1.53358 -0.01 -0.01 0.04
H -2.21949 0.43559 1.36824 0.05 -0.01 0.03
H -3.70311 -0.05436 2.20851 -0.02 0.02 0.04
H -3.76857 0.60142 0.57211 -0.01 0.02 -0.06
H -3.17938 1.05293 -1.81069 0.00 0.00 -0.03
H -4.63546 0.08204 -1.59311 -0.03 -0.03 0.05
H -4.17460 0.60268 -3.20516 -0.02 0.02 -0.04
H -1.25955 0.05227 -3.31890 -0.07 -0.06 0.00
H -2.45086 -0.51079 -4.50351 0.00 0.02 -0.04
H -1.32469 -1.65727 -3.78023 0.01 -0.02 0.03
H -4.68998 -2.38825 -2.26137 -0.04 -0.01 0.09
H -3.40854 -3.01872 -3.29200 0.04 -0.05 -0.01
H -4.45443 -1.72989 -3.87302 -0.02 0.03 -0.04
O 0.62358 -0.12755 1.84747 -0.04 0.45 -0.72
C 0.93867 -0.61667 2.91304 -0.13 -0.45 0.64
C 1.34324 0.22914 4.10404 0.10 0.05 -0.07
C 0.45027 0.08574 5.36257 -0.01 0.02 0.04
C -0.62561 -0.99789 5.28162 -0.03 -0.01 -0.04
C -0.06793 -2.42084 5.31971 0.00 0.02 0.05
C 1.12800 -2.59888 4.38555 0.05 -0.18 -0.05
N 0.92704 -1.96006 3.10178 0.24 -0.02 -0.18
H 1.33591 1.25430 3.73907 0.00 -0.02 0.03
H 2.38213 -0.01653 4.34152 -0.02 -0.01 0.01
H -0.03548 1.04491 5.54384 -0.03 -0.02 -0.02
H 1.08162 -0.09955 6.23531 0.00 -0.02 0.01
H -1.20788 -0.86011 4.36620 0.00 0.02 -0.02
H -1.33226 -0.86821 6.10347 0.02 0.00 0.02
H -0.85498 -3.12862 5.05211 -0.03 0.00 -0.03
H 0.25021 -2.67158 6.33477 0.01 0.00 0.03
H 1.32040 -3.65847 4.19940 -0.01 0.09 0.05
H 2.03520 -2.20011 4.84493 -0.01 0.03 0.02
H 0.67242 -2.51594 2.29473 0.02 0.09 0.17
```
Positions in Å, forces in eV/Å.

Properties
Lowest unoccupied orbital energy (alpha / beta) = -0.091 / -0.091 Eh
Maximum force = 0.8 eV/Å
Charge = 0
Calculated total energy = -2169.87544 Eh
HOMO energy (alpha / beta) = -0.3041 / -0.3041 Ha
Gap between HOMO and LUMO (alpha / beta) = 5.802 / 5.803 eV